1.
10
Properties=species:S:1:pos:R:3:mulliken_charge:R:1 method="wB97M-V/def2-TZVPD" energy_ha=-292.24333 e_above_lowest_kj_mol=401.65 homo_energy_ev=-8.89 total_charge=0 homo_lumo_gap_ev=9.78 smiles="CO/C=C/F" e_lumo_ev=0.8925
C 0.04 -1.58 -1.35 -0.51
O 1.15 -0.44 -0.84 -0.35
C 0.04 0.25 -0.28 -0.16
C -0.14 0.44 1.10 -0.17
F -0.90 1.48 1.51 -0.24
H -0.29 -2.30 -0.58 0.30
H 0.76 -1.98 -2.27 0.21
H -1.08 -1.03 -1.68 0.27
H -0.57 0.86 -1.12 0.37
H 0.46 -0.04 2.03 0.27

=====

2.
42
Properties=species:S:1:pos:R:3:mulliken_charge:R:1 method="wB97M-V/def2-TZVPD" energy_ha=-2311.43571 homo_energy_ev=-9.08 total_charge=0 homo_lumo_gap_ev=9.06 smiles="O=C([C@@H]1CCCN1S(=O)(=O)c1ccc(Cl)c(Cl)c1)N1CCOCC1" e_lumo_ev=-0.0143
O 3.06 2.61 0.59 -0.71
C 2.86 1.58 -0.03 0.20
C 1.42 1.10 -0.33 -0.17
C 0.40 2.10 0.25 -1.08
C -0.06 1.48 1.58 -0.52
C 0.79 0.21 1.72 -1.02
N 1.20 -0.15 0.38 -0.08
S 0.25 -1.28 -0.39 1.45
O 0.77 -1.40 -1.72 -0.77
O 0.23 -2.43 0.46 -0.75
C -1.43 -0.64 -0.51 0.09
C -1.78 0.14 -1.60 -0.42
C -3.06 0.66 -1.68 -0.65
C -3.98 0.38 -0.68 0.28
Cl -5.57 1.03 -0.78 -0.18
C -3.62 -0.42 0.41 0.09
Cl -4.76 -0.78 1.64 -0.19
C -2.33 -0.93 0.48 -0.50
N 3.86 0.80 -0.48 0.03
C 3.77 -0.47 -1.16 -0.33
C 4.29 -1.57 -0.22 -0.50
O 5.61 -1.30 0.21 -0.41
C 5.69 -0.05 0.86 -0.55
C 5.22 1.09 -0.05 -0.77
H 1.30 0.94 -1.40 0.90
H -0.44 2.24 -0.44 0.30
H 0.89 3.06 0.41 0.54
H 0.11 2.16 2.41 0.46
H -1.12 1.24 1.55 0.15
H 0.27 -0.63 2.17 0.65
H 1.69 0.42 2.31 0.37
H -1.05 0.32 -2.38 0.50
H -3.36 1.27 -2.52 0.45
H -2.04 -1.58 1.30 0.51
H 2.76 -0.71 -1.47 0.18
H 4.42 -0.42 -2.04 0.33
H 4.33 -2.53 -0.74 0.33
H 3.61 -1.65 0.64 0.35
H 6.74 0.08 1.13 0.36
H 5.07 -0.06 1.77 0.31
H 5.22 2.04 0.48 0.41
H 5.86 1.15 -0.93 0.33

=====

3.
14
Properties=species:S:1:pos:R:3:mulliken_charge:R:1 method="wB97M-V/def2-TZVPD" energy_ha=-357.83236 e_above_lowest_kj_mol=571.08 homo_energy_ev=-8.78 total_charge=0 homo_lumo_gap_ev=8.58 e_lumo_ev=-0.1964
H 2.26 -1.74 -1.35 0.29
N 1.58 -1.42 -2.05 -0.68
C 0.69 -0.71 -1.46 0.14
C 0.65 -0.47 0.02 0.30
N 1.69 -0.26 0.74 -0.61
H 1.43 0.22 1.61 0.28
N -0.67 0.09 0.18 0.08
C -0.91 1.44 0.66 -1.02
O -1.80 -0.73 0.33 -0.44
H -0.48 -0.15 -1.50 0.33
H -1.17 1.42 1.72 0.33
H -1.75 1.87 0.10 0.29
H -0.04 2.08 0.53 0.37
H -1.49 -1.64 0.49 0.36

=====

4.
13
Properties=species:S:1:pos:R:3:mulliken_charge:R:1 method="wB97M-V/def2-TZVPD" energy_ha=-809.12818 e_above_lowest_kj_mol=12.12 homo_energy_ev=-7.73 total_charge=0 homo_lumo_gap_ev=7.99 e_lumo_ev=0.2595
C -2.08 -0.31 -0.64 -0.10
C -0.55 0.91 0.51 0.22
C 2.76 -0.85 0.09 0.61
N -1.02 -0.47 0.20 -0.14
N -1.42 1.70 -0.01 -0.65
N -2.34 0.95 -0.68 0.27
N 3.76 -0.28 0.43 -0.47
O 1.97 -1.54 -0.39 -0.44
S 1.00 1.03 1.07 -0.49
H -2.68 -1.02 -1.11 0.43
H -3.11 1.30 -1.16 0.20
H 4.11 -0.11 1.28 0.27
H -0.43 -1.30 0.40 0.28